C19H22N4O5S2 | ωB97M-V/def2-TZVPD

As for the net charge: 0. For the relative energy (zero: lowest compared OMol25 entry of this formula, charge and spin), the calculation gives 6.9 kcal/mol. The value obtained for the total energy is -57929.836 eV. Its LUMO energy is -0.00425 hartree. Its HOMO energy is -0.3122 hartree. The multiplicity is 1. Its SMILES is CCOCCn1cnc2sc(C(=O)Nc3nc(C)c(C(=O)OCC)s3)c(C)c2c1=O.

Each line ends with the Löwdin charge.
Positions of all 52 atoms, in Å:
C -0.75 5.14 4.59  -0.06
C -0.24 3.86 5.22  -0.27
O 1.03 3.56 4.65  -0.14
C 1.73 2.51 5.23  -0.20
C 1.17 1.11 4.88  -0.10
N 1.00 0.98 3.45  0.02
C 2.08 0.83 2.65  -0.13
N 2.07 0.80 1.36  0.08
C 0.86 0.95 0.78  -0.51
C -0.33 1.11 1.48  -0.10
C -1.46 1.27 0.63  -0.21
C -1.09 1.19 -0.69  -0.37
C -1.97 1.39 -1.84  -0.46
O -2.86 2.22 -1.89  0.10
N -1.74 0.60 -2.96  0.10
C -1.14 -0.62 -3.04  -0.62
N -0.70 -1.31 -2.04  0.07
C -0.15 -2.48 -2.42  -0.33
C -0.17 -2.71 -3.77  -0.36
C 0.32 -3.86 -4.52  -0.52
O 0.85 -4.83 -4.04  0.10
O 0.09 -3.70 -5.83  -0.06
C 0.54 -4.73 -6.70  -0.21
C 2.01 -4.57 -7.05  -0.06
H 2.19 -3.59 -7.49  0.08
H 2.31 -5.34 -7.76  0.08
H 2.62 -4.67 -6.15  0.08
H 0.37 -5.70 -6.22  0.12
H -0.09 -4.65 -7.59  0.12
S -0.92 -1.38 -4.61  1.14
C 0.42 -3.37 -1.38  0.00
H -0.35 -3.61 -0.65  0.09
H 1.22 -2.85 -0.86  0.09
H 0.80 -4.28 -1.83  0.07
H -2.26 0.89 -3.78  0.15
S 0.63 0.97 -0.92  1.15
C -2.84 1.45 1.14  -0.01
H -3.21 0.52 1.55  0.10
H -3.51 1.78 0.34  0.07
H -2.84 2.18 1.94  0.09
C -0.31 1.12 2.93  -0.34
O -1.26 1.22 3.68  0.07
H 3.04 0.72 3.14  0.14
H 1.85 0.34 5.25  0.13
H 0.18 0.97 5.32  0.12
H 2.75 2.60 4.86  0.12
H 1.74 2.60 6.33  0.13
H -0.94 3.04 5.04  0.10
H -0.12 3.98 6.31  0.12
H -1.72 5.39 5.01  0.08
H -0.05 5.95 4.76  0.08
H -0.86 5.00 3.51  0.08